No. 1
Below is a 10-piece molecular cluster, H20O10 overall in a non-equilibrium geometry, with properties calculated with ωB97M-V with the def2-TZVPD basis set.

Bonds (Å) are listed after each position.
Atoms and positions in Å:
1 O 0.18 -0.55 0.07  H2 0.964, H3 0.964
2 H 1.07 -0.23 0.24  O1 0.964
3 H -0.35 0.25 -0.02  O1 0.964
4 O 2.56 2.56 -0.72  H5 0.964, H6 0.964
5 H 1.87 1.95 -1.00  O4 0.964
6 H 2.85 2.99 -1.53  O4 0.964
7 O 0.30 -3.59 -1.84  H8 0.964, H9 0.964
8 H 0.21 -3.89 -0.93  O7 0.964
9 H -0.10 -4.29 -2.36  O7 0.964
10 O -4.86 1.27 0.44  H11 0.964, H12 0.964
11 H -4.34 0.47 0.28  O10 0.964
12 H -5.77 0.96 0.45  O10 0.964
13 O 2.51 -2.18 0.15  H14 0.964, H15 0.964
14 H 2.86 -1.53 -0.47  O13 0.964
15 H 3.23 -2.31 0.78  O13 0.964
16 O 1.25 -0.66 2.20  H17 0.964, H18 0.964
17 H 0.65 -0.60 2.94  O16 0.964
18 H 0.85 -1.33 1.63  O16 0.964
19 O -2.65 -1.97 -1.28  H20 0.964, H21 0.964
20 H -3.25 -1.81 -0.54  O19 0.964
21 H -2.11 -1.18 -1.31  O19 0.964
22 O -2.36 4.37 -0.81  H23 0.964, H24 0.964
23 H -1.92 5.21 -0.98  O22 0.964
24 H -2.18 4.19 0.12  O22 0.964
25 O 5.24 1.92 0.13  H26 0.964, H27 0.964
26 H 5.50 1.25 -0.51  O25 0.964
27 H 4.29 1.98 0.03  O25 0.964
28 O -1.85 -1.20 2.00  H29 0.964, H30 0.964
29 H -2.06 -1.73 1.22  O28 0.964
30 H -1.63 -0.34 1.64  O28 0.964

For the lowest unoccupied orbital energy, the calculation gives -0.23 eV. The calculation puts the frontier orbital gap at 0.38286 Ha. Its molecular weight is 180.15 g mol⁻¹. The calculation puts the highest occupied orbital energy at -10.650 eV. As for the relative energy (zero: lowest compared OMol25 entry of this formula, charge and spin): 90.9 kcal/mol. The value obtained for the total energy is -20798.672 eV.

No. 2
Below is a 10-piece molecular cluster, H20O10 overall in a non-equilibrium geometry, with properties calculated with ωB97M-V with the def2-TZVPD basis set.

Bonds (Å) are listed after each position.
Atoms and positions in Å:
1 O 0.62 -0.84 0.15  H2 0.942, H3 1.041
2 H -0.06 -0.46 0.67  O1 0.942
3 H 0.71 -0.11 -0.58  O1 1.041
4 O -1.54 -3.50 -1.41  H5 0.961, H6 0.931
5 H -2.07 -2.83 -0.98  O4 0.961
6 H -1.15 -3.10 -2.16  O4 0.931
7 O -2.35 1.77 -1.51  H8 0.970, H9 0.933
8 H -2.49 1.97 -2.45  O7 0.970
9 H -1.85 2.46 -1.14  O7 0.933
10 O 3.00 -0.95 1.09  H11 0.970, H12 0.880
11 H 2.92 -0.26 1.76  O10 0.970
12 H 2.87 -0.58 0.30  O10 0.880
13 O 0.49 1.84 0.30  H14 0.956, H15 0.938
14 H 1.35 1.58 0.64  O13 0.956
15 H 0.11 2.41 0.94  O13 0.938
16 O -3.14 -0.98 -0.47  H17 0.968, H18 1.008
17 H -3.56 -1.79 -0.15  O16 0.968
18 H -2.33 -1.00 0.12  O16 1.008
19 O 4.53 -1.77 -0.32  H20 1.023, H21 0.955
20 H 3.93 -2.32 0.31  O19 1.023
21 H 5.36 -2.22 -0.26  O19 0.955
22 O 4.08 2.00 -0.43  H23 0.958, H24 1.006
23 H 4.99 1.91 -0.70  O22 0.958
24 H 3.60 1.53 -1.18  O22 1.006
25 O -2.10 3.54 0.31  H26 0.898, H27 0.969
26 H -2.13 4.29 0.81  O25 0.898
27 H -2.69 2.88 0.70  O25 0.969
28 O -3.34 -1.60 1.78  H29 0.956, H30 1.041
29 H -3.64 -2.44 1.43  O28 0.956
30 H -4.11 -1.45 2.46  O28 1.041

For the lowest unoccupied orbital energy, the calculation gives 0.19 eV. The calculation puts the frontier orbital gap at 0.36279 Ha. Its molecular weight is 180.15 g mol⁻¹. The calculation puts the highest occupied orbital energy at -9.679 eV. As for the relative energy (zero: lowest compared OMol25 entry of this formula, charge and spin): 134.2 kcal/mol. The value obtained for the total energy is -20796.795 eV.

No. 3
Below is a 10-piece molecular cluster, H20O10 overall in a non-equilibrium geometry, with properties calculated with ωB97M-V with the def2-TZVPD basis set.

Bonds (Å) are listed after each position.
Atoms and positions in Å:
1 O -0.87 -0.16 -0.89  H2 0.964, H3 0.964
2 H -0.30 -0.82 -1.30  O1 0.964
3 H -1.58 -0.67 -0.49  O1 0.964
4 O 3.95 -1.61 0.72  H5 0.964, H6 0.964
5 H 4.33 -2.49 0.86  O4 0.964
6 H 3.17 -1.60 1.28  O4 0.964
7 O -5.09 1.55 0.24  H8 0.964, H9 0.964
8 H -5.58 1.61 -0.58  O7 0.964
9 H -5.51 2.20 0.82  O7 0.964
10 O -0.92 -5.16 -0.07  H11 0.964, H12 0.964
11 H -0.23 -5.78 0.21  O10 0.964
12 H -0.74 -5.01 -1.01  O10 0.964
13 O 2.97 -0.62 -0.68  H14 0.964, H15 0.964
14 H 2.25 -1.17 -0.36  O13 0.964
15 H 2.59 -0.15 -1.44  O13 0.964
16 O -1.25 4.93 -0.79  H17 0.964, H18 0.964
17 H -0.87 5.67 -0.31  O16 0.964
18 H -0.83 4.16 -0.39  O16 0.964
19 O -2.95 2.48 -0.14  H20 0.964, H21 0.964
20 H -3.31 2.03 -0.91  O19 0.964
21 H -2.18 2.95 -0.48  O19 0.964
22 O 2.25 -0.24 1.65  H23 0.964, H24 0.964
23 H 2.01 0.17 2.49  O22 0.964
24 H 1.41 -0.33 1.19  O22 0.964
25 O 2.67 -1.53 -3.45  H26 0.964, H27 0.964
26 H 3.01 -1.75 -2.58  O25 0.964
27 H 3.37 -0.99 -3.84  O25 0.964
28 O -0.87 0.55 3.24  H29 0.964, H30 0.964
29 H -0.55 0.47 4.14  O28 0.964
30 H -0.35 1.28 2.87  O28 0.964

For the lowest unoccupied orbital energy, the calculation gives 0.11 eV. The calculation puts the frontier orbital gap at 0.36446 Ha. Its molecular weight is 180.15 g mol⁻¹. The calculation puts the highest occupied orbital energy at -9.807 eV. As for the relative energy (zero: lowest compared OMol25 entry of this formula, charge and spin): 133.3 kcal/mol. The value obtained for the total energy is -20796.833 eV.

No. 4
Below is a 10-piece molecular cluster, H20O10 overall, with properties calculated with ωB97M-V with the def2-TZVPD basis set.

Bonds (Å) are listed after each position.
Atoms and positions in Å:
1 O 0.44 18.27 -18.02  H2 0.957, H3 0.957
2 H 1.03 17.75 -18.57  O1 0.957
3 H 1.02 18.80 -17.47  O1 0.957
4 O 0.58 12.72 -25.51  H5 0.957, H6 0.957
5 H 0.94 13.60 -25.44  O4 0.957
6 H 0.83 12.30 -24.68  O4 0.957
7 O -1.68 14.06 -20.16  H8 0.957, H9 0.957
8 H -2.11 13.89 -19.32  O7 0.957
9 H -1.39 14.97 -20.11  O7 0.957
10 O -5.22 9.55 -15.68  H11 0.957, H12 0.957
11 H -4.95 8.63 -15.70  O10 0.957
12 H -4.40 10.04 -15.65  O10 0.957
13 O -7.45 17.15 -20.15  H14 0.957, H15 0.957
14 H -7.35 16.22 -19.98  O13 0.957
15 H -8.24 17.21 -20.70  O13 0.957
16 O -4.07 15.49 -25.57  H17 0.957, H18 0.957
17 H -4.30 15.19 -24.69  O16 0.957
18 H -3.28 14.99 -25.79  O16 0.957
19 O 2.76 16.97 -24.68  H20 0.957, H21 0.957
20 H 2.90 16.73 -23.77  O19 0.957
21 H 3.40 17.66 -24.85  O19 0.957
22 O -4.09 19.90 -17.22  H23 0.957, H24 0.957
23 H -3.23 19.51 -17.40  O22 0.957
24 H -4.71 19.37 -17.72  O22 0.957
25 O -0.46 9.89 -15.83  H26 0.957, H27 0.957
26 H 0.44 10.20 -15.94  O25 0.957
27 H -0.47 9.03 -16.25  O25 0.957
28 O -7.03 12.49 -19.28  H29 0.957, H30 0.957
29 H -6.53 11.88 -18.73  O28 0.957
30 H -7.60 11.92 -19.80  O28 0.957

For the lowest unoccupied orbital energy, the calculation gives 0.10 eV. The calculation puts the frontier orbital gap at 0.41700 Ha. Its molecular weight is 180.15 g mol⁻¹. The calculation puts the highest occupied orbital energy at -11.252 eV. As for the relative energy (zero: lowest compared OMol25 entry of this formula, charge and spin): 86.3 kcal/mol. The value obtained for the total energy is -20798.869 eV.

No. 5
Below is a 10-piece molecular cluster, H20O10 overall in a non-equilibrium geometry, with properties calculated with ωB97M-V with the def2-TZVPD basis set.

Bonds (Å) are listed after each position.
Atoms and positions in Å:
1 O -0.35 0.83 -0.67  H2 0.964, H3 0.964
2 H -1.23 0.80 -0.30  O1 0.964
3 H 0.20 0.38 -0.02  O1 0.964
4 O 3.78 1.88 2.01  H5 0.964, H6 0.964
5 H 3.76 2.70 1.49  O4 0.964
6 H 4.72 1.75 2.19  O4 0.964
7 O 1.98 -0.47 -4.48  H8 0.964, H9 0.964
8 H 1.14 -0.94 -4.53  O7 0.964
9 H 2.56 -0.95 -5.08  O7 0.964
10 O -1.44 0.61 3.29  H11 0.964, H12 0.964
11 H -1.25 0.40 2.37  O10 0.964
12 H -0.94 1.42 3.45  O10 0.964
13 O -2.50 -1.13 -2.82  H14 0.964, H15 0.964
14 H -2.59 -1.69 -3.60  O13 0.964
15 H -3.36 -1.17 -2.40  O13 0.964
16 O -3.34 -0.25 -0.49  H17 0.964, H18 0.964
17 H -2.80 -1.04 -0.33  O16 0.964
18 H -2.74 0.36 -0.93  O16 0.964
19 O -1.35 -2.69 -1.05  H20 0.964, H21 0.964
20 H -0.91 -1.87 -1.29  O19 0.964
21 H -2.01 -2.82 -1.74  O19 0.964
22 O 0.19 -3.39 0.80  H23 0.964, H24 0.964
23 H -0.41 -2.70 0.49  O22 0.964
24 H 0.27 -3.22 1.75  O22 0.964
25 O 0.48 4.33 2.18  H26 0.964, H27 0.964
26 H 0.99 3.51 2.15  O25 0.964
27 H 0.53 4.67 1.28  O25 0.964
28 O 1.96 0.15 1.81  H29 0.964, H30 0.964
29 H 2.67 -0.41 2.16  O28 0.964
30 H 2.03 0.96 2.32  O28 0.964

For the lowest unoccupied orbital energy, the calculation gives 0.03 eV. The calculation puts the frontier orbital gap at 0.39428 Ha. Its molecular weight is 180.15 g mol⁻¹. The calculation puts the highest occupied orbital energy at -10.697 eV. As for the relative energy (zero: lowest compared OMol25 entry of this formula, charge and spin): 88.8 kcal/mol. The value obtained for the total energy is -20798.762 eV.